Formula: C5H12NO
Source: the Open Molecules 2025 dataset
Level of theory: the ωB97M-V functional and the def2-TZVPD basis

Computed properties:
total charge	+1
total energy	-8908.90304	eV
structure (SMILES)	C=C([NH3+])CCCO
HOMO	-13.7	eV
multiplicity	1
frontier orbital gap	10.0	eV

Element x y z (Å)
H: 2.88433 0.53059 -0.46765
H: -2.15216 -1.93092 1.00157
H: 1.72250 2.35446 -0.25507
N: -2.12619 -0.97537 0.61095
H: -2.39903 -1.14353 -0.37818
H: 1.64626 -1.59203 -0.92701
H: 0.96040 -0.50333 1.55505
H: -2.21274 1.57041 0.31985
C: -1.21943 1.25756 0.60587
H: -2.96398 -0.50160 1.03457
O: 1.22450 1.82509 -0.89452
C: 1.93477 0.57242 -1.01673
H: 2.28618 0.57823 -2.05951
C: -0.95166 -0.02351 0.76109
H: 0.23580 -0.55984 -1.49392
C: 1.02112 -0.63172 -0.72104
H: -0.35353 1.88605 0.82162
C: 0.36264 -0.82089 0.69395
H: 0.10021 -1.89207 0.80912

Atomic forces in eV per Å
-0.43 0.23 0.48
0.92 0.57 0.34
-0.21 0.09 -0.34
-2.66 0.45 -0.52
0.41 0.32 0.35
-1.06 1.64 0.19
0.34 -0.24 -0.36
0.04 0.58 0.34
0.68 -0.78 0.86
0.80 -0.51 -0.44
0.73 -0.40 0.91
0.13 0.21 -0.44
-0.38 -0.65 0.12
0.47 -1.66 -0.66
0.08 -0.40 0.37
1.16 -1.27 -0.43
-0.75 0.32 -0.65
-0.67 0.91 -0.26
0.40 0.58 0.12

Formula: C16H30BBeFN2O12
Source: the Open Molecules 2025 dataset
Level of theory: the ωB97M-V functional and the def2-TZVPD basis

Computed properties:
total charge	0
total energy	-48423.34420	eV
HOMO	-8.7	eV
multiplicity	1
frontier orbital gap	7.9	eV

Element x y z (Å)
C: -2.95266 3.26551 0.96088
O: -0.50638 -2.74545 -4.62841
O: -0.07301 2.91806 -0.01322
O: -1.71992 -0.88454 -4.16165
C: 2.16487 0.81568 -1.73428
C: -0.24450 -2.53114 1.43428
H: -0.36624 4.67438 -1.28020
O: -2.42287 2.04597 1.38552
H: 1.13381 3.74368 -1.50254
H: 2.26834 1.83985 -2.09271
H: -4.07805 0.91081 1.65536
B: 0.23613 -3.70178 -3.83036
H: -3.73106 1.95582 2.95707
C: 0.07745 3.67952 -1.24162
H: -2.96063 -1.16469 1.78440
H: -0.59976 -1.60695 3.35353
H: -3.97284 3.25760 0.57713
H: -0.21681 4.54451 1.36248
O: 0.20353 -3.19460 -2.46413
O: 1.62537 -3.75752 -4.36861
H: 0.67528 0.79239 3.03413
H: -3.02255 3.85885 1.87257
H: -0.85232 -2.91838 0.61655
C: 1.92824 -2.15960 0.68764
O: 3.08264 -5.42555 -5.02937
N: 0.88043 1.33404 2.20671
C: -1.02029 -1.82844 -3.83123
O: -0.28325 -5.10828 -3.93986
H: -3.16400 -0.24063 3.60854
C: -3.24127 1.30863 2.22949
C: 1.96750 -5.00429 -4.66266
C: 2.73270 1.31566 0.50887
H: 1.72373 -2.50837 -0.32460
H: 1.37785 0.36373 -2.33798
H: 2.26431 -2.93718 1.37359
C: 0.46507 2.72995 2.35658
H: 2.51407 0.12990 2.17930
H: -1.88250 -2.67479 2.79599
O: 0.70341 -1.58286 0.99443
O: -0.65460 -1.28673 -1.45647
H: 3.70211 0.83583 0.37434
H: -1.53446 0.47392 3.40185
O: 1.79649 0.79062 -0.39977
H: 0.23065 -3.32174 2.01504
F: -2.16978 1.08237 -1.74106
H: 3.09436 0.27871 -1.92356
C: -0.49079 -2.07522 -2.41683
C: -1.20032 -1.88288 2.48677
H: 1.08570 3.27884 3.06484
H: 2.98320 1.84677 2.58349
C: 0.63586 -5.88908 -4.53489
C: -2.43407 0.13216 2.88998
H: -0.54970 2.69399 2.75288
H: 2.69775 -1.39376 0.59050
N: -2.01781 -0.81814 1.88974
H: 2.89608 2.36120 0.24761
H: -0.39882 3.18377 -2.08749
C: 0.39351 3.66526 1.15623
O: 0.55785 -7.06879 -4.75491
H: -2.39666 3.75510 0.16134
Be: -0.67630 0.57461 0.22529
H: 1.38715 4.08350 0.99539
C: 2.34876 1.19019 1.98808

Atomic forces in eV per Å
-0.90 1.12 0.24
-0.55 0.01 0.26
0.05 1.24 0.38
1.26 -1.89 0.63
0.19 0.20 -1.34
-1.06 0.72 1.31
-0.04 0.15 0.91
1.49 -0.99 -0.92
0.17 0.21 0.25
0.19 0.21 0.00
-0.13 -0.44 -0.22
0.61 -1.39 -1.50
0.32 0.09 0.54
0.16 -0.68 -0.60
0.19 -1.02 -1.80
-0.19 0.60 -0.04
-0.19 -0.83 -0.09
-0.49 -0.23 0.10
-0.24 0.73 1.53
0.27 -0.53 0.53
-0.35 0.23 0.09
0.19 0.72 -0.05
0.27 -0.15 -0.23
0.45 0.03 -1.98
-3.51 1.51 1.31
0.69 0.83 -1.42
-1.50 2.52 -1.18
0.57 0.51 -0.39
0.28 -0.59 0.35
0.17 -0.81 0.27
1.96 -1.48 -1.59
0.30 1.12 -0.40
0.95 -0.88 -0.16
-0.07 -0.10 0.27
-0.22 -0.05 0.05
-1.31 0.47 0.93
0.35 0.12 0.64
0.11 -0.19 0.29
-1.34 0.99 2.06
0.84 -2.36 -1.77
0.17 -0.23 -0.04
-0.25 0.41 0.28
-1.32 -0.87 1.76
0.23 -0.33 -0.41
1.62 0.01 2.44
0.16 -0.09 0.11
-0.29 1.83 1.74
0.40 -1.28 -1.49
0.15 -0.12 0.39
-0.14 -0.01 0.17
0.99 -0.28 1.04
-0.50 2.87 0.21
0.06 -0.03 0.22
-0.12 0.07 0.23
0.24 0.83 0.20
0.01 0.37 -0.05
-0.22 -0.70 0.49
0.57 -1.42 -1.36
-0.22 1.17 -0.08
0.48 -0.46 0.38
-0.88 0.42 -1.39
0.26 -0.16 -0.58
-1.35 -1.68 -1.56

Formula: H2N5O
Source: the Open Molecules 2025 dataset
Level of theory: the ωB97M-V functional and the def2-TZVPD basis

Computed properties:
total charge	+1
total energy	-9515.57180	eV
structure (SMILES)	O=[n+]1[nH]nn[nH]1
HOMO (spin up / spin down)	-16.4 / -16.4	eV
multiplicity	1
frontier orbital gap (spin up / spin down)	9.3 / 9.3	eV

Element x y z (Å)
N: 0.17782 -1.04975 0.07951
H: -0.20521 2.01431 -0.12803
N: 0.13196 1.04811 -0.06186
H: -0.10007 -2.03395 0.14366
N: 1.41591 -0.59416 0.02366
N: 1.38741 0.64942 -0.05951
O: -2.16824 -0.01570 -0.02291
N: -0.63958 -0.01828 0.02547

Atomic forces in eV per Å
-0.84 2.02 -0.11
-0.14 -0.20 0.02
-0.84 -2.05 0.18
-0.21 0.18 0.00
1.12 -1.58 0.11
1.04 1.59 -0.11
6.48 -0.09 0.29
-6.62 0.14 -0.37

Formula: C2H14NO4S
Source: the Open Molecules 2025 dataset
Level of theory: the ωB97M-V functional and the def2-TZVPD basis

Computed properties:
total charge	-1
total energy	-22811.44492	eV
HOMO	-4.7	eV
multiplicity	1
frontier orbital gap	3.3	eV

Element x y z (Å)
O: -3.02170 -0.33924 0.34151
H: -4.17779 1.19385 -2.07905
H: -0.67047 -0.19541 1.61350
H: -2.51603 -1.01662 -0.12529
H: 1.07168 -0.29137 2.00698
O: -0.86952 1.05579 -1.76700
H: 3.94665 -0.81590 1.07881
H: 1.59679 -1.57127 -0.02820
H: -0.92162 0.10142 -1.72392
H: 0.78911 -0.00725 -0.35071
H: 0.07645 -1.73811 2.07607
C: 0.23256 -0.79575 1.54029
H: -3.26351 0.29168 -0.41014
H: -1.87867 1.27324 -1.83904
H: 3.79478 0.09210 -0.33628
O: 1.51416 1.50789 0.85090
S: -0.44401 -2.01559 -0.85040
O: -3.37098 1.43001 -1.62150
N: 3.45183 -0.07391 0.60272
H: 2.37579 0.78154 0.79150
C: 0.64580 -0.99717 0.10209
H: 1.63868 2.13007 0.12717

Atomic forces in eV per Å
0.00 -0.27 -0.15
0.00 0.00 -0.32
0.01 0.11 -0.20
-0.17 -0.15 0.17
-0.25 0.16 0.33
-0.35 0.25 -0.29
0.19 -0.03 -0.16
1.18 0.26 -0.18
0.22 -0.25 -0.15
0.33 0.06 -0.34
-0.11 -0.04 -0.23
0.71 -0.73 0.48
0.14 0.58 -0.03
0.28 0.16 0.09
0.38 -0.41 -0.03
1.14 -0.59 -0.23
1.17 0.53 0.64
-0.16 -0.26 0.49
-0.66 -0.34 -0.18
-0.95 1.24 0.36
-2.98 -0.32 -0.05
-0.13 0.03 -0.05